P:
A structure of composition C4H7N3O2S. Source: OMol25; level of theory: ωB97M-V/def2-TZVPD.

Values from the calculation:
spin multiplicity	1

Atoms and positions in Å:
C (-2.7648, 0.6664, -0.0301)
C (-1.5599, 0.6465, -0.8273)
C (2.7764, -1.5331, 0.5843)
C (1.8586, -0.7135, -0.1477)
N (-2.3079, 0.5154, 1.4112)
N (-1.1184, 0.4108, 1.5811)
N (-0.3688, 0.2466, 0.5311)
O (1.0867, 1.6928, -0.8275)
O (3.2590, -0.6880, -0.4319)
S (1.2014, 0.9463, 0.4092)
H (-3.3002, 1.6380, -0.0711)
H (-3.4246, -0.2314, -0.2541)
H (-1.2439, -0.1978, -1.5064)
H (-1.0545, 1.4849, -1.2849)
H (3.0837, -1.1529, 1.5284)
H (2.6747, -2.5257, 0.2580)
H (1.2025, -1.2054, -0.9223)

Q:
The molecule C4H7N3O2S. Source: OMol25; level of theory: ωB97M-V/def2-TZVPD.

Values from the calculation:
spin multiplicity	1
SMILES	N[C@]1(C(=O)O)CC(=S)NN1

Atoms and positions in Å:
C (-1.3998, 0.0827, -1.3622)
C (1.5424, 0.9342, 0.8364)
C (-0.9623, 0.7753, -0.1115)
C (0.4541, -0.1141, 0.3003)
N (-0.3887, -0.6477, -1.8093)
N (0.7106, -0.8462, -0.9337)
N (0.0128, -0.9744, 1.3778)
O (2.4177, 1.3619, 0.1926)
O (1.3848, 1.0564, 2.1415)
S (-2.8686, -0.0020, -2.0669)
H (-0.8248, 1.7828, -0.2712)
H (-1.5104, 0.6388, 0.7196)
H (-0.5234, -1.3093, -2.5259)
H (1.5641, -0.4725, -1.4933)
H (-0.7534, -1.4727, 1.0013)
H (0.4268, 0.7423, 2.2217)
H (0.7182, -1.5355, 1.7826)

Pick Q: it beats the second-best structure by 100.8 kcal/mol.